Entry 1:
Density functional theory data (ωB97M-V with the def2-TZVPD basis set) for 10 unconnected molecules or ions with the total composition C20H58N2O10 in a non-equilibrium geometry.

Calculated values
ΔE to the lowest compared entry with this formula, charge and spin ... 161.1 kJ/mol
Structure (SMILES) ... CC1(C)CCCC(C)(C)N1O.CC1(C)CCCC(C)(C)N1O.CO.CO.O.O.O.O.O.O
Kohn-Sham gap ... 8.608 eV
Maximum force ... 3.54 eV Å⁻¹
LUMO level ... 0.290 eV

Last column: Mulliken charge in e.
Positions of all 90 atoms, in Å:
O (0.30002, 3.68014, 2.76365)  -0.59
H (0.82823, 3.84586, 3.55236)  0.21
H (-0.13221, 4.48571, 2.34228)  0.34
O (-4.50933, 1.15724, 3.89393)  -0.71
H (-3.47238, 1.24804, 3.81790)  0.43
H (-4.70099, 0.23456, 3.95302)  0.32
O (-1.20434, 5.97128, 2.37744)  -0.68
H (-1.37736, 6.27166, 1.47645)  0.29
H (-2.06213, 5.82001, 2.82230)  0.32
O (-5.29300, 2.65166, 1.75850)  -0.64
H (-5.84419, 3.40440, 1.91674)  0.29
H (-5.28230, 2.12424, 2.55586)  0.36
O (1.10135, 2.39350, 0.59651)  -0.42
H (1.97298, 1.97795, 0.54778)  0.31
H (0.99968, 2.66654, 1.49734)  0.21
O (-1.83200, 2.00170, 3.92021)  -0.64
H (-1.32734, 2.51576, 3.29927)  0.33
H (-1.04600, 1.76811, 4.49558)  0.27
C (-0.56721, 5.44363, -0.83775)  -0.18
O (0.78412, 5.20400, -0.34390)  -0.53
H (-0.78701, 6.54347, -0.86085)  0.34
H (-0.61902, 5.02993, -1.84308)  0.25
H (-1.35815, 4.88633, -0.24264)  -0.19
H (0.92065, 4.23181, -0.36835)  0.32
C (-2.70208, 2.84845, 0.13256)  -0.92
O (-2.66288, 3.36703, 1.46849)  -0.41
H (-3.14807, 3.52958, -0.56973)  0.43
H (-1.73603, 2.47380, -0.16557)  0.16
H (-3.34618, 1.97209, 0.14935)  0.43
H (-3.50719, 3.13252, 1.80598)  0.31
C (-1.37159, 1.10696, -3.92096)  -1.91
C (-0.20714, 0.11936, -3.81062)  1.97
C (0.20054, -0.33857, -5.22143)  -1.21
C (1.53244, -1.10999, -5.28498)  -0.65
C (2.57059, -0.20746, -4.46411)  -1.62
C (2.19144, 0.25473, -3.09835)  2.09
N (0.94390, 0.95909, -3.35713)  -0.14
O (0.53646, 1.41898, -2.00977)  -0.15
C (2.32263, -0.87617, -2.03636)  -1.34
C (3.22565, 1.35934, -2.65735)  -2.29
C (-0.66554, -1.05814, -2.98048)  -1.80
H (-2.08842, 0.71860, -4.68958)  0.42
H (-1.09722, 2.06165, -4.39014)  0.42
H (-1.86043, 1.28722, -2.98249)  0.27
H (-0.56031, -1.02556, -5.55980)  0.42
H (0.31558, 0.59084, -5.83817)  0.36
H (1.89554, -1.19862, -6.33076)  0.37
H (1.43401, -2.06990, -4.75439)  0.31
H (2.97891, 0.66140, -5.03752)  0.45
H (3.48195, -0.85227, -4.34038)  0.31
H (1.70904, -0.54585, -1.22836)  0.04
H (1.96405, -1.90782, -2.32735)  0.20
H (3.38060, -1.00972, -1.84977)  0.66
H (3.04994, 2.23572, -3.22007)  0.51
H (3.09909, 1.59818, -1.60520)  0.49
H (4.18311, 0.95026, -2.89292)  0.56
H (-0.87033, -0.58329, -1.99889)  0.22
H (0.05691, -1.84106, -2.96699)  0.39
H (-1.51890, -1.47466, -3.43066)  0.53
H (1.24758, 1.98006, -1.68762)  0.15
C (2.23228, -2.05135, 1.70329)  -1.42
C (0.77910, -2.21340, 2.19425)  1.67
C (-0.21511, -2.11920, 0.98318)  -0.63
C (-0.08116, -3.39362, 0.10994)  -0.46
C (-0.49105, -4.54140, 1.02425)  -1.42
C (0.46191, -4.71995, 2.18050)  1.55
N (0.52650, -3.50200, 2.91127)  0.31
O (1.37054, -3.61801, 4.04009)  -0.52
C (-0.07903, -5.75050, 3.14619)  -1.96
C (1.83546, -5.28105, 1.75236)  -1.78
C (0.49428, -1.03594, 3.11970)  -2.14
H (2.45364, -0.93188, 1.68985)  0.22
H (2.51208, -2.45595, 0.72001)  0.11
H (2.95228, -2.46674, 2.41309)  0.41
H (-1.27206, -2.00746, 1.27955)  0.44
H (0.03434, -1.17682, 0.41979)  -0.30
H (0.81195, -3.54703, -0.38250)  0.42
H (-0.83710, -3.39935, -0.69596)  0.29
H (-0.57788, -5.55928, 0.48779)  0.43
H (-1.45407, -4.29265, 1.38640)  0.40
H (-1.02476, -5.33223, 3.48640)  0.47
H (-0.14550, -6.59105, 2.50639)  0.51
H (0.61844, -5.94710, 3.98702)  0.35
H (1.57587, -6.30078, 1.48945)  0.54
H (2.36025, -4.97801, 0.83773)  0.24
H (2.48982, -5.30204, 2.60175)  0.47
H (-0.49366, -1.19517, 3.50504)  0.58
H (0.56165, -0.15878, 2.49350)  0.35
H (1.24832, -0.90443, 3.88008)  0.51
H (0.88291, -3.31109, 4.79055)  0.34

=====

Entry 2:
Density functional theory data (ωB97M-V with the def2-TZVPD basis set) for 9 unconnected molecules or ions with the total composition C20H58O9 in a non-equilibrium geometry.

Calculated values
ΔE to the lowest compared entry with this formula, charge and spin ... 190.2 kJ/mol
Structure (SMILES) ... CC(C)O.CC(C)O.CCO.CCO.CCO.CCO.CCO.CCO.CCO
Kohn-Sham gap ... 10.472 eV
Maximum force ... 3.85 eV Å⁻¹
LUMO level ... 0.522 eV

Last column: Mulliken charge in e.
Positions of all 87 atoms, in Å:
C (11.45167, 8.29057, 13.04952)  -1.37
C (12.34254, 9.47049, 12.54889)  1.29
C (13.33640, 9.94889, 13.60756)  -1.32
O (12.98302, 8.88276, 11.39084)  -0.48
H (10.52884, 8.60899, 13.48880)  0.21
H (12.06602, 7.68498, 13.69080)  0.39
H (11.19100, 7.72063, 12.18055)  0.22
H (11.70207, 10.22460, 12.12604)  -0.06
H (13.70538, 9.07266, 14.17394)  0.39
H (12.72326, 10.57002, 14.27569)  0.33
H (14.08860, 10.57832, 13.16946)  0.27
H (13.65534, 9.48152, 11.01249)  0.03
C (13.59539, 15.68270, 11.59403)  -1.68
C (13.36689, 14.20706, 11.33118)  1.11
C (13.32577, 13.42866, 12.71772)  -0.99
O (12.16593, 14.05526, 10.57723)  0.02
H (13.64931, 16.16900, 10.61907)  0.41
H (14.56254, 15.87364, 12.07892)  0.39
H (12.80951, 16.13012, 12.18480)  0.36
H (14.26241, 13.77975, 10.77936)  -0.13
H (12.82233, 12.50356, 12.62370)  -0.11
H (12.85990, 14.04043, 13.45828)  0.44
H (14.34708, 13.32263, 13.14482)  0.37
H (12.09197, 13.08275, 10.38085)  -0.07
C (15.46243, 10.08181, 8.63392)  -1.12
C (15.25076, 11.35703, 9.49391)  0.14
O (15.38016, 10.96411, 10.85255)  -0.44
H (15.42450, 10.22165, 7.57206)  0.39
H (14.68195, 9.36870, 8.90804)  0.16
H (16.42364, 9.68962, 8.90883)  0.35
H (14.21850, 11.73047, 9.33216)  -0.18
H (16.03180, 12.09276, 9.20601)  0.53
H (16.26040, 11.20433, 11.14534)  0.27
C (10.31148, 8.92832, 18.23187)  -1.05
C (9.17547, 9.07849, 17.25468)  0.30
O (8.30357, 10.24052, 17.46086)  -0.52
H (11.08107, 9.70219, 18.11289)  0.30
H (10.76109, 7.93612, 18.01350)  0.31
H (9.95150, 9.01236, 19.27155)  0.29
H (8.49924, 8.20755, 17.40792)  0.28
H (9.62037, 9.06924, 16.21275)  -0.19
H (8.76819, 11.03606, 17.19612)  0.29
C (12.44090, 13.57232, 5.37883)  -1.27
C (12.01108, 14.23387, 6.67819)  0.13
O (13.08696, 14.08955, 7.63696)  -0.50
H (11.73048, 13.68708, 4.56099)  0.36
H (12.56772, 12.48196, 5.59490)  0.27
H (13.41575, 13.97420, 5.19599)  0.30
H (11.03509, 13.92232, 7.01570)  0.18
H (11.88477, 15.35729, 6.48250)  0.26
H (12.68584, 14.26951, 8.48691)  0.24
C (8.94644, 15.65726, 9.52585)  -0.90
C (8.44256, 15.88221, 10.96422)  -0.30
O (9.07513, 14.90674, 11.86318)  -0.42
H (10.00160, 15.86780, 9.35004)  0.18
H (8.47066, 16.28050, 8.79640)  0.48
H (8.63267, 14.68132, 9.19841)  0.17
H (7.35546, 15.76211, 10.96755)  0.32
H (8.70860, 16.89139, 11.34001)  0.25
H (10.06975, 14.96249, 11.82426)  0.19
C (9.10604, 11.11138, 9.66454)  -1.25
C (10.40216, 11.44158, 8.97297)  0.38
O (11.55605, 11.23764, 9.74109)  -0.10
H (8.92433, 11.63705, 10.60140)  0.15
H (9.08475, 10.03642, 9.89475)  0.38
H (8.27276, 11.33695, 8.94197)  0.41
H (10.51871, 12.50390, 8.76299)  -0.32
H (10.33934, 10.80252, 8.05300)  0.38
H (11.71602, 10.31898, 9.69660)  -0.04
C (7.61219, 12.38692, 13.83805)  -1.56
C (8.90341, 11.98866, 14.46571)  0.97
O (9.05029, 12.65949, 15.71616)  -0.58
H (7.17390, 11.62866, 13.13993)  0.34
H (7.66824, 13.33958, 13.32434)  0.26
H (6.82035, 12.48178, 14.54774)  0.58
H (9.74716, 12.13419, 13.69280)  -0.25
H (8.87990, 10.92887, 14.68446)  -0.11
H (8.49217, 13.45470, 15.71586)  0.31
C (11.33458, 4.91696, 10.51240)  -0.90
C (11.91467, 5.63019, 9.33581)  -0.24
O (11.33556, 6.88712, 9.08464)  -0.51
H (10.23258, 4.96805, 10.43050)  0.25
H (11.65552, 5.23999, 11.55225)  0.18
H (11.56966, 3.87516, 10.45986)  0.41
H (11.88897, 4.90209, 8.57848)  0.40
H (13.04797, 5.79958, 9.48407)  0.19
H (11.73277, 7.53368, 9.68330)  0.19

=====

Entry 3:
Density functional theory data (ωB97M-V with the def2-TZVPD basis set) for 7 unconnected molecules or ions with the total composition C20H59N5O7 in a non-equilibrium geometry.

Calculated values
ΔE to the lowest compared entry with this formula, charge and spin ... 108.7 kJ/mol
Structure (SMILES) ... COC[C@H](C)N.COC[C@H](C)N.COC[C@H](C)N.COC[C@H](C)N.COC[C@H](C)N.O.O
Kohn-Sham gap ... 9.614 eV
Maximum force ... 2.41 eV Å⁻¹
LUMO level ... 0.492 eV

Last column: Mulliken charge in e.
Positions of all 91 atoms, in Å:
C (-3.17341, 1.05502, -3.75480)  -1.76
C (-2.12217, 0.20033, -3.05887)  1.65
C (-1.53465, -0.94264, -3.89648)  -1.15
O (-2.28963, -2.14653, -3.91108)  -0.15
C (-1.59569, -3.14367, -4.62107)  -0.80
N (-1.06270, 1.01614, -2.39186)  -0.69
H (-3.99309, 0.44614, -4.13366)  0.36
H (-2.71160, 1.66296, -4.53180)  0.42
H (-3.63454, 1.69917, -3.00208)  0.40
H (-2.54731, -0.30078, -2.18307)  -0.51
H (-0.49926, -1.15246, -3.60386)  0.46
H (-1.48215, -0.58121, -4.93466)  0.46
H (-0.55580, -3.27630, -4.29826)  0.30
H (-1.54283, -2.85221, -5.67841)  0.32
H (-2.16537, -4.05852, -4.47426)  0.24
H (-1.58272, 1.63434, -1.77307)  0.29
H (-0.57674, 0.40929, -1.73487)  0.20
C (3.04134, 2.00589, -0.75399)  -1.72
C (2.36606, 1.92920, 0.57788)  0.90
C (2.58997, 3.20670, 1.40618)  -0.30
O (3.82613, 3.13411, 2.08397)  -0.37
C (4.01514, 4.06817, 3.13201)  -0.79
N (0.92582, 1.70801, 0.32461)  -0.27
H (4.13144, 2.01384, -0.69837)  0.40
H (2.72203, 2.86465, -1.34811)  0.42
H (2.79220, 1.10005, -1.31561)  0.41
H (2.75395, 1.06997, 1.13123)  -0.06
H (1.77225, 3.35398, 2.12435)  0.15
H (2.53169, 4.11003, 0.78441)  0.23
H (5.07722, 4.28237, 3.21306)  0.27
H (3.54602, 3.62174, 4.01213)  0.28
H (3.53856, 5.04537, 2.99009)  0.32
H (0.41141, 2.14889, 1.08917)  0.08
H (0.65973, 2.24844, -0.49549)  0.30
C (-5.57349, -0.64040, -0.71153)  -1.14
C (-5.79027, -2.16119, -0.54268)  0.41
C (-4.45516, -2.76978, -0.14941)  -0.94
O (-3.49136, -2.58592, -1.18341)  -0.25
C (-2.21726, -2.27722, -0.65267)  -0.59
N (-6.75263, -2.35550, 0.55090)  -0.79
H (-5.30867, -0.32147, -1.72006)  0.13
H (-4.71667, -0.27634, -0.13152)  0.18
H (-6.41280, -0.05013, -0.34338)  0.50
H (-6.15612, -2.59308, -1.47307)  0.41
H (-4.51783, -3.85504, -0.00610)  0.29
H (-4.11437, -2.28613, 0.77243)  0.48
H (-1.80441, -3.08226, -0.03282)  0.53
H (-2.30401, -1.42548, 0.03152)  0.27
H (-1.44438, -2.05481, -1.38337)  -0.10
H (-6.25226, -2.02396, 1.37535)  0.28
H (-6.90792, -3.33842, 0.75774)  0.28
C (-2.92584, 5.69976, 3.64900)  -1.51
C (-1.87405, 4.60438, 3.82395)  0.62
C (-1.71636, 3.78221, 2.53186)  -0.84
O (-0.74589, 2.74671, 2.63553)  -0.54
C (-1.05128, 1.72189, 3.56974)  -0.82
N (-0.68148, 5.26440, 4.31518)  -0.59
H (-2.62660, 6.50032, 2.96690)  0.37
H (-3.21305, 6.19002, 4.57702)  0.37
H (-3.82303, 5.25760, 3.20349)  0.36
H (-2.21881, 3.94710, 4.62929)  0.25
H (-1.40724, 4.40077, 1.68771)  0.31
H (-2.67741, 3.32686, 2.26719)  0.39
H (-0.53867, 1.86282, 4.52944)  0.26
H (-0.58365, 0.83686, 3.13530)  0.24
H (-2.10705, 1.61801, 3.82327)  0.36
H (0.07735, 4.59011, 4.30258)  0.23
H (-0.46178, 6.12245, 3.83272)  0.27
C (6.25605, -4.68268, -1.70052)  -1.40
C (5.77670, -3.26588, -1.36474)  0.28
C (4.26351, -3.16503, -1.58210)  -0.41
O (3.58855, -3.88327, -0.56051)  -0.49
C (2.16834, -3.79254, -0.68672)  -0.69
N (6.13061, -2.87708, 0.01093)  -0.70
H (5.74352, -5.36391, -1.01208)  0.31
H (7.32074, -4.73576, -1.46694)  0.38
H (6.01496, -5.00671, -2.71155)  0.38
H (6.30080, -2.64091, -2.09861)  0.34
H (3.98596, -3.26880, -2.63521)  0.56
H (3.96214, -2.11890, -1.40224)  0.12
H (1.79386, -4.38949, -1.51982)  0.38
H (1.92063, -2.73277, -0.70762)  0.12
H (1.65957, -4.25015, 0.16089)  0.32
H (6.96795, -3.42124, 0.21761)  0.30
H (5.43566, -3.44376, 0.51095)  0.32
O (3.62137, -2.37075, 2.02910)  -0.64
H (3.82654, -1.44105, 2.17858)  0.27
H (3.89938, -2.54092, 1.11648)  0.27
O (0.53951, -1.10283, 0.83978)  -0.62
H (1.48166, -1.29843, 0.90951)  0.17
H (0.50515, -0.16276, 0.56140)  0.52